A molecular structure, C48H47O29P in a non-equilibrium geometry. Source: the Open Molecules 2025 dataset; level of theory: the ωB97M-V functional and the def2-TZVPD basis.

Orbital gap: 6.6 eV

CARTESIAN COORDINATES (ANGSTROEM)
C1 -3.391554 -1.628718 -1.349654
O1 -4.078233 -0.492900 -1.785877
C2 -3.650611 -0.092364 -3.084132
C3 -2.365726 0.751651 -3.004157
C4 -2.469102 1.971825 -3.919374
C5 -1.680165 3.163289 -3.416630
C6 -0.139388 3.032887 -3.599493
C7 0.396525 4.385939 -4.016586
C8 1.860602 4.462132 -4.471594
C9 2.382933 3.300458 -5.355221
P1 3.314877 1.903967 -4.531866
O2 4.892922 2.298678 -4.698591
O3 2.978548 2.148432 -2.945707
C10 1.561151 2.789010 -6.534130
C11 2.639755 2.543981 -7.536840
O4 3.416672 3.749939 -7.492097
C12 3.508909 4.051984 -6.171807
O5 4.289210 4.794985 -5.792909
H1 -3.853532 -1.968440 -0.433591
H2 -2.353142 -1.408929 -1.118112
H3 -3.442913 -2.440227 -2.073942
H4 -4.462015 0.442866 -3.555570
H5 -3.447916 -0.985698 -3.671465
H6 -2.174528 1.067887 -1.994652
H7 -1.549783 0.133744 -3.358284
H8 -3.501392 2.286917 -3.979187
H9 -2.170672 1.765427 -4.936716
H10 -1.999337 4.011080 -4.007917
H11 -1.928125 3.400416 -2.390649
H12 0.013278 2.244235 -4.323061
H13 0.251021 2.709007 -2.646112
H14 0.340146 4.997212 -3.125766
H15 -0.245819 4.864677 -4.737855
H16 2.512271 4.542437 -3.619348
H17 1.959400 5.349547 -5.070757
H18 5.443392 1.563008 -4.406522
H19 3.728462 1.876070 -2.401003
H20 0.703884 3.357737 -6.834576
H21 1.270387 1.774912 -6.257253
H22 3.347578 1.779040 -7.233653
H23 2.338326 2.213681 -8.514497
C13 -7.514787 4.127967 0.330287
C14 -7.667030 2.839246 0.658151
C15 -6.931894 1.746528 -0.064194
O6 -7.105837 0.599964 0.303191
C16 -6.053199 2.120269 -1.167288
C17 -5.905900 3.409827 -1.494179
C18 -6.620039 4.502364 -0.755113
O7 -6.424983 5.654189 -1.095328
O8 -5.120842 3.810517 -2.489439
O9 -8.469302 2.440334 1.636613
H24 -8.036992 4.921960 0.844884
H25 -5.537991 1.327193 -1.690353
H26 -5.192125 4.785081 -2.511781
H27 -8.393917 1.465972 1.666141
C19 3.129198 1.485626 0.818506
C20 2.137493 1.353156 1.704359
C21 2.238662 0.401346 2.861112
O10 1.294583 0.339622 3.615004
C22 3.449689 -0.399009 2.990116
C23 4.438675 -0.262601 2.100359
C24 4.343338 0.701285 0.954494
O11 5.283103 0.783408 0.181013
O12 5.564655 -0.970640 2.166521
O13 1.007624 2.033432 1.618349
H28 3.057452 2.164461 -0.020331
H29 3.505091 -1.093040 3.814783
H30 6.108630 -0.681218 1.408436
H31 0.459158 1.737165 2.373034
C25 -7.996293 -4.576092 -3.485987
C26 -6.863594 -3.964385 -3.853509
C27 -5.530162 -4.370048 -3.296191
O14 -4.537928 -3.782735 -3.687914
C28 -5.491159 -5.439880 -2.312629
C29 -6.624291 -6.050108 -1.941519
C30 -7.956108 -5.662898 -2.518494
O15 -8.942296 -6.271028 -2.150342
O16 -6.648933 -7.028526 -1.049411
O17 -6.840843 -2.967769 -4.728025
H32 -8.961301 -4.294030 -3.882060
H33 -4.527347 -5.711581 -1.905954
H34 -7.586450 -7.293320 -0.964720
H35 -5.903040 -2.707427 -4.816661
C31 -4.016049 -1.244436 0.637120
C32 -2.872270 -0.555286 0.691477
C33 -1.771530 -0.927777 1.638003
O18 -0.750057 -0.272154 1.612404
C34 -1.978853 -2.054589 2.532351
C35 -3.125790 -2.742778 2.483477
C36 -4.219222 -2.387750 1.517689
O19 -5.226836 -3.068323 1.513904
O20 -3.372857 -3.776588 3.274418
O21 -2.631033 0.493868 -0.084887
H36 -4.813209 -0.988213 -0.045477
H37 -1.181967 -2.301775 3.219774
H38 -4.266137 -4.093022 3.033667
H39 -1.734423 0.803918 0.150611
C37 5.840723 0.858445 6.093163
C38 6.433259 1.861927 6.753564
C39 5.846608 2.434939 8.012428
O22 6.446072 3.332382 8.571531
C40 4.586449 1.887379 8.494831
C41 3.993375 0.886956 7.831823
C42 4.596062 0.298856 6.590026
O23 4.012316 -0.622912 6.045805
O24 2.844677 0.352238 8.223312
O25 7.567151 2.411853 6.347463
H40 6.254718 0.435202 5.188315
H41 4.164192 2.317967 9.391484
H42 2.634585 -0.347988 7.574612
H43 7.779005 3.108643 7.000021
C43 8.460129 -3.657044 5.554489
C44 7.153202 -3.442394 5.354636
C45 6.322191 -4.358529 4.502101
O26 5.137496 -4.115641 4.377901
C46 6.981423 -5.489765 3.864857
C47 8.288504 -5.702109 4.062367
C48 9.113199 -4.800924 4.935600
O27 10.291487 -5.063293 5.085239
O28 8.940317 -6.714511 3.506339
O29 6.506165 -2.417799 5.889110
H44 9.066850 -3.005599 6.167313
H45 6.378300 -6.133272 3.240328
H46 9.865908 -6.639411 3.811838
H47 5.576813 -2.497044 5.588194

Cartesian forces (eV/Å) of the 3 atoms listed first:
C 0.7 -2.1 -4.7
O -0.6 -0.8 -0.6
C 0.8 -0.2 0.6

Results of the Mulliken charge analysis, in e, for atoms 1 through 4:
1 C -0.777
2 O -0.077
3 C -1.278
4 C 0.422